{
  "formula": "Br3HOSi",
  "method": "ωB97M-V/def2-TZVPD",
  "species": ["O", "Si", "Br", "Br", "Br", "H"],
  "positions_angstrom": [[-1.4124, 0.1313, 0.5120], [0.5240, 0.0151, -0.1492], [1.6033, -0.4987, 1.6826], [0.9554, 2.0602, -0.6041], [0.5888, -1.5177, -1.6462], [-2.2591, -0.1903, 0.2050]],
  "forces_ev_per_a": [[4.48, 0.43, -0.40], [-5.13, -0.08, 2.40], [-0.07, -0.11, -0.24], [0.18, 0.41, -0.48], [0.21, -0.17, -0.46], [0.33, -0.48, -0.81]],
  "relative_energy_kcal_mol": 42.6
}